The following is a quantum chemistry calculation of 4 unconnected molecules or ions with the total composition C2H12N2O4 in a non-equilibrium geometry, from OMol25.

```
20
Properties=species:S:1:pos:R:3:forces:R:3
N 0.007 -1.675 -0.457 0.7295 4.7356 3.8323
C 1.336 -1.704 0.177 1.2295 0.2245 -2.8905
C 1.394 -0.677 1.274 -0.0352 -0.0108 2.1978
N 2.563 0.029 1.410 1.4386 0.4411 1.7696
O 0.500 -0.516 2.077 -0.7125 -0.4823 -0.0980
H -0.149 -2.488 -0.887 -1.1335 -3.8355 -1.8782
H -0.578 -1.543 0.399 -0.2371 -0.5630 -1.2685
H 1.520 -2.799 0.470 0.6550 1.8985 0.1373
H 2.123 -1.267 -0.593 -1.2249 -1.6064 1.2623
H 2.847 0.469 0.574 1.0043 0.2633 -0.7813
H 2.954 0.452 2.328 -1.8129 -0.9354 -2.2854
O -3.163 1.239 1.456 -0.1090 -0.6850 1.2649
H -2.386 1.147 2.024 -0.2627 -0.0558 -0.0422
H -2.832 1.690 0.703 0.4628 0.7172 -1.2568
O -1.378 1.144 -3.511 -1.1094 2.2949 -0.0277
H -1.854 1.639 -2.785 1.1029 -1.3055 -1.0295
H -1.214 0.258 -3.254 0.0525 -1.0458 0.8284
O -0.793 1.712 -0.807 0.2319 -1.6887 1.5514
H -0.765 0.810 -0.381 -0.5337 0.6282 -1.1974
H -0.133 2.079 -0.216 0.2639 1.0107 -0.0886
```
Positions in Å, forces in eV/Å.

Summary:
Energy relative to the best compared isomer or geometry (same formula, charge and spin) = 229.2 kJ/mol
Frontier orbital gap = 10.62 eV
Total energy = -493.8389 Eh
SMILES = NCC(N)=O.O.O.O